# 1
This record from the Open Molecules 2025 dataset describes a 10-piece molecular cluster, C33H67Br2Cl18N2 overall. The level of theory is the ωB97M-V functional and the def2-TZVPD basis.

XYZ file:
```
122
C33H67Br2Cl18N2 (the ωB97M-V functional and the def2-TZVPD basis)
C 1.764 -2.261 2.204
C 3.017 -2.128 1.333
C 2.766 -1.461 -0.018
C 1.547 -2.003 -0.772
C 0.857 -0.964 -1.670
C -0.675 -0.993 -1.631
C -1.302 -1.025 -0.238
C -1.455 0.305 0.494
C -0.167 1.128 0.618
C -0.112 1.715 2.021
N 0.745 2.948 2.138
Br 2.494 2.730 1.403
C 0.791 3.440 3.575
C 1.903 3.002 4.520
C 3.207 3.793 4.422
Br 2.225 1.085 4.534
C 0.046 4.009 1.318
C -0.477 3.489 -0.036
N -0.068 2.152 -0.413
H 2.031 -2.234 3.258
H 1.262 -3.211 2.041
H 1.044 -1.468 2.000
H 3.497 -3.096 1.208
H 3.738 -1.516 1.871
H 2.664 -0.384 0.150
H 3.643 -1.591 -0.650
H 0.842 -2.453 -0.081
H 1.892 -2.814 -1.407
H 1.158 -1.130 -2.703
H 1.211 0.037 -1.428
H -1.048 -0.109 -2.149
H -1.044 -1.850 -2.191
H -2.305 -1.433 -0.340
H -0.766 -1.699 0.428
H -1.808 0.056 1.500
H -2.228 0.934 0.054
H 0.680 0.454 0.516
H 0.211 0.965 2.732
H -1.100 2.062 2.325
H 0.829 4.525 3.520
H -0.173 3.176 3.997
H 1.485 3.176 5.505
H 3.514 4.107 5.407
H 3.107 4.651 3.764
H 3.994 3.159 4.024
H -0.773 4.362 1.938
H 0.732 4.839 1.200
H -0.112 4.169 -0.792
H -1.561 3.572 -0.061
H 0.839 2.160 -0.853
Cl 2.224 4.181 7.765
C 1.151 5.588 7.521
C -0.162 5.417 8.236
Cl -1.127 4.116 7.482
H 0.990 5.704 6.450
H 1.682 6.462 7.891
H -0.742 6.334 8.161
H -0.019 5.167 9.283
Cl -1.166 6.608 -1.389
C -0.728 8.281 -0.946
C 0.482 8.329 -0.051
Cl 0.155 7.630 1.566
H -1.596 8.731 -0.473
H -0.513 8.813 -1.871
H 0.782 9.362 0.107
H 1.315 7.779 -0.481
Cl 1.715 -5.041 -2.718
C 1.085 -6.539 -1.978
C 0.183 -6.223 -0.816
Cl 1.082 -5.497 0.542
H 1.942 -7.139 -1.684
H 0.523 -7.067 -2.746
H -0.284 -7.135 -0.447
H -0.597 -5.521 -1.101
Cl 4.954 -7.086 -2.100
C 5.416 -5.548 -2.876
C 6.289 -5.762 -4.083
Cl 7.901 -6.388 -3.648
H 5.918 -4.942 -2.127
H 4.491 -5.057 -3.173
H 6.442 -4.811 -4.591
H 5.837 -6.466 -4.777
Cl 8.705 2.154 2.643
C 6.934 2.269 2.722
C 6.258 1.015 2.230
Cl 6.485 0.766 0.477
H 6.633 3.135 2.135
H 6.669 2.435 3.766
H 5.184 1.080 2.412
H 6.643 0.135 2.737
Cl -1.457 -3.890 2.352
C -3.158 -3.615 1.892
C -3.890 -4.904 1.628
Cl -3.296 -5.723 0.159
H -3.162 -2.975 1.014
H -3.636 -3.091 2.719
H -4.945 -4.689 1.466
H -3.791 -5.599 2.457
Cl -3.169 -0.813 -4.498
C -4.300 -2.198 -4.463
C -5.157 -2.192 -3.229
Cl -4.205 -2.530 -1.755
H -3.712 -3.105 -4.547
H -4.934 -2.112 -5.343
H -5.912 -2.973 -3.304
H -5.651 -1.240 -3.083
Cl -6.045 0.947 -1.269
C -7.819 1.176 -1.270
C -8.564 -0.117 -1.475
Cl -8.343 -0.763 -3.123
H -8.057 1.897 -2.047
H -8.083 1.597 -0.301
H -9.631 0.051 -1.342
H -8.234 -0.878 -0.773
Cl -3.299 -3.691 -7.369
C -3.178 -2.092 -8.156
C -2.607 -2.189 -9.546
Cl -0.891 -2.668 -9.530
H -2.568 -1.459 -7.517
H -4.186 -1.682 -8.204
H -2.665 -1.215 -10.028
H -3.148 -2.916 -10.147
```

Calculated values
Calculated total energy: -403772.2666 eV
Charge: +1
2S+1: 1
Gap between HOMO and LUMO: 7.79 eV
E_LUMO: -0.144 Eh
HOMO: -11.7 eV


# 2
This record from the Open Molecules 2025 dataset describes C33H68BrClF3N8O9 as an isolated structure. The level of theory is the ωB97M-V functional and the def2-TZVPD basis.

XYZ file:
```
123
C33H68BrClF3N8O9 (the ωB97M-V functional and the def2-TZVPD basis)
C 2.914 3.958 0.267
C 3.933 2.852 0.765
C 3.951 1.761 -0.327
C 5.147 0.778 -0.250
C 4.948 -0.280 -1.391
C 5.068 0.358 -2.806
C 3.911 0.028 -3.778
C 2.948 1.245 -3.929
C 1.577 0.925 -4.568
C 0.530 2.010 -4.196
C -0.962 1.599 -4.261
C -1.606 1.453 -2.859
C -1.017 0.202 -2.147
N -0.461 0.426 -0.751
C 0.544 -0.649 -0.568
F 1.606 -0.424 -1.292
F 0.949 -0.727 0.675
F 0.086 -1.817 -0.949
C 0.301 1.669 -0.452
C -0.454 2.552 0.606
Br -0.955 4.317 -0.031
O -1.631 1.752 0.843
C -1.635 0.507 0.216
C -1.980 -0.709 1.093
C -1.421 -0.677 2.515
O -1.310 0.229 3.213
Cl -0.939 -2.310 3.158
H 2.110 4.124 1.006
H 3.405 4.922 0.104
H 2.432 3.615 -0.663
H 3.614 2.480 1.742
H 4.911 3.341 0.831
H 3.004 1.190 -0.330
H 3.978 2.301 -1.287
H 6.122 1.263 -0.388
H 5.101 0.275 0.728
H 3.988 -0.773 -1.184
H 5.739 -1.033 -1.242
H 5.987 -0.060 -3.248
H 5.255 1.439 -2.728
H 3.395 -0.922 -3.567
H 4.358 -0.103 -4.779
H 3.468 1.943 -4.605
H 2.855 1.760 -2.959
H 1.305 -0.110 -4.293
H 1.681 0.927 -5.664
H 0.832 2.435 -3.226
H 0.664 2.819 -4.932
H -1.020 0.601 -4.733
H -1.553 2.255 -4.914
H -1.591 2.382 -2.272
H -2.670 1.227 -3.037
H -0.273 -0.235 -2.823
H -1.811 -0.553 -2.084
H 0.453 2.368 -1.283
H 1.309 1.599 -0.024
H 0.013 2.564 1.597
H -2.547 0.610 -0.394
H -1.725 -1.678 0.655
H -3.074 -0.716 1.192
O 1.819 6.394 -1.284
C 0.784 6.915 -0.909
N 0.659 7.411 0.353
C -0.431 7.053 -1.794
H -0.177 7.847 0.696
H 1.455 7.334 0.965
H -0.755 6.062 -2.108
H -0.164 7.641 -2.671
H -1.260 7.543 -1.284
O -3.890 -2.620 0.247
C -4.052 -3.808 -0.011
N -3.219 -4.462 -0.856
C -5.161 -4.627 0.577
H -3.320 -5.433 -1.089
H -2.463 -3.940 -1.267
H -6.117 -4.187 0.292
H -5.067 -4.625 1.661
H -5.133 -5.656 0.228
O 2.612 -6.846 3.524
C 2.332 -5.756 3.070
N 1.323 -5.006 3.601
C 3.062 -5.146 1.898
H 1.062 -4.103 3.251
H 0.820 -5.389 4.384
H 2.962 -5.804 1.036
H 4.116 -5.042 2.153
H 2.667 -4.163 1.636
O 5.508 2.161 3.254
C 6.116 2.735 4.139
N 5.504 3.647 4.941
C 7.577 2.487 4.418
H 5.972 4.139 5.679
H 4.529 3.832 4.776
H 8.154 2.729 3.527
H 7.717 1.435 4.665
H 7.945 3.092 5.247
O -3.855 -6.455 2.658
C -3.002 -7.329 2.637
N -1.679 -7.020 2.623
C -3.340 -8.797 2.627
H -0.949 -7.710 2.607
H -1.426 -6.046 2.630
H -3.938 -9.019 1.744
H -3.914 -9.035 3.522
H -2.448 -9.422 2.609
O -6.758 -8.471 -1.466
C -7.582 -7.724 -0.972
N -7.391 -7.187 0.264
C -8.859 -7.334 -1.674
H -8.042 -6.566 0.709
H -6.545 -7.434 0.751
H -9.438 -8.233 -1.881
H -8.611 -6.840 -2.612
H -9.467 -6.658 -1.073
O -2.176 7.859 -0.569
C -2.990 7.707 0.326
N -3.729 6.568 0.412
C -3.239 8.742 1.392
H -4.407 6.396 1.131
H -3.577 5.864 -0.291
H -3.568 9.666 0.918
H -2.312 8.924 1.934
H -4.001 8.424 2.103
```

Calculated values
Calculated total energy: -156384.2638 eV
Charge: +1
2S+1: 1
Gap between HOMO and LUMO: 8.47 eV
E_LUMO: -0.076 Eh
HOMO: -10.5 eV


# 3
This record from the Open Molecules 2025 dataset describes a 3-piece molecular cluster, C33H68F3N5O6P overall. The level of theory is the ωB97M-V functional and the def2-TZVPD basis.

XYZ file:
```
116
C33H68F3N5O6P (the ωB97M-V functional and the def2-TZVPD basis)
C -4.009 2.704 3.447
C -3.558 1.487 4.422
C -1.956 1.471 4.676
C -1.129 1.184 3.300
C -0.813 2.586 2.539
C 0.569 2.427 1.702
C 0.771 3.582 0.586
C 0.271 3.098 -0.889
C 1.512 2.678 -1.850
C 2.532 1.642 -1.172
C 3.047 0.472 -2.136
C 1.858 -0.343 -2.868
C 0.825 -0.762 -1.678
C 0.299 -2.257 -1.906
C -1.173 -2.555 -1.361
C -1.458 -2.104 0.148
C -1.889 -3.248 1.146
C -1.115 -3.534 2.463
C 0.173 -2.665 2.910
C 1.421 -2.826 1.923
O 2.311 -1.704 2.192
C 2.291 -4.151 2.182
F 3.594 -3.890 1.654
F 1.815 -5.269 1.427
F 2.469 -4.469 3.545
C -1.558 -4.650 3.435
N -2.675 -5.431 3.123
N -3.331 -5.143 2.008
P -4.773 -6.204 1.797
O -6.051 -5.351 1.651
O -5.013 -7.237 3.111
O -4.547 -7.066 0.330
C -3.141 -4.194 0.969
C -4.047 -3.956 -0.311
C -4.809 -2.515 -0.209
N -4.733 -1.917 1.160
N -6.284 -2.725 -0.493
N -4.344 -1.549 -1.250
H -3.321 3.585 3.710
H -5.103 2.985 3.582
H -3.822 2.331 2.373
H -4.115 1.673 5.413
H -3.926 0.477 4.035
H -1.651 0.653 5.424
H -1.617 2.477 5.109
H -0.176 0.603 3.555
H -1.765 0.512 2.623
H -0.753 3.382 3.349
H -1.651 2.767 1.774
H 1.478 2.381 2.411
H 0.461 1.419 1.150
H 1.901 3.815 0.567
H 0.214 4.554 0.847
H -0.517 2.261 -0.820
H -0.207 4.030 -1.375
H 1.051 2.326 -2.832
H 2.098 3.633 -2.070
H 2.104 1.188 -0.216
H 3.453 2.253 -0.840
H 3.578 -0.301 -1.459
H 3.830 0.818 -2.890
H 1.356 0.369 -3.606
H 2.290 -1.252 -3.409
H -0.083 -0.074 -1.713
H 1.367 -0.759 -0.660
H 0.255 -2.411 -3.051
H 1.002 -3.078 -1.521
H -1.919 -2.059 -2.085
H -1.362 -3.691 -1.460
H -0.486 -1.609 0.530
H -2.245 -1.263 0.198
H 0.495 -3.021 3.961
H -0.180 -1.585 3.054
H 1.161 -2.808 0.815
H 1.849 -1.019 2.717
H -1.000 -4.868 4.414
H -5.000 -6.653 3.910
H -5.340 -7.664 0.300
H -3.455 -3.936 -1.301
H -4.878 -4.714 -0.475
H -5.154 -2.524 1.874
H -5.239 -1.017 1.172
H -6.762 -1.807 -0.406
H -6.697 -3.373 0.195
H -5.126 -1.426 -1.908
H -4.236 -0.637 -0.768
C -0.074 1.814 -8.892
C 0.439 2.163 -7.505
O 0.947 1.042 -6.793
C 2.068 0.382 -7.368
C 3.295 1.269 -7.487
H -0.778 0.980 -8.845
H -0.573 2.675 -9.341
H 0.741 1.518 -9.556
H -0.393 2.552 -6.912
H 1.189 2.959 -7.550
H 1.800 -0.053 -8.336
H 2.305 -0.454 -6.706
H 3.142 2.064 -8.221
H 4.160 0.683 -7.805
H 3.521 1.747 -6.530
C 5.138 6.215 3.178
C 4.790 4.864 3.777
O 4.385 3.904 2.809
C 5.345 3.553 1.827
C 6.597 2.914 2.401
H 4.333 6.571 2.531
H 5.310 6.950 3.967
H 6.045 6.161 2.571
H 3.942 4.991 4.456
H 5.615 4.473 4.380
H 5.594 4.420 1.206
H 4.853 2.830 1.170
H 7.180 3.632 2.984
H 7.237 2.539 1.599
H 6.339 2.086 3.066
```

Calculated values
Calculated total energy: -72488.6521 eV
Charge: +1
2S+1: 1
Gap between HOMO and LUMO: 6.33 eV
Relative energy (zero: lowest compared OMol25 entry of this formula, charge and spin): 8.077 eV
E_LUMO: -0.175 Eh
HOMO: -11.1 eV


# 4
This record from the Open Molecules 2025 dataset describes C33H69Al2Cl2F5N2O8 as an isolated structure. The level of theory is the ωB97M-V functional and the def2-TZVPD basis.

XYZ file:
```
121
C33H69Al2Cl2F5N2O8 (the ωB97M-V functional and the def2-TZVPD basis)
C -0.784 5.593 0.202
C -0.997 6.497 1.568
C 0.376 7.161 2.134
C 1.349 6.141 2.951
O 0.812 5.790 4.296
C 1.595 4.604 4.673
C 2.642 5.089 5.864
C 1.921 5.950 7.040
O 1.486 5.305 8.119
C 0.649 3.416 5.287
O -0.607 3.208 4.565
C -0.399 2.944 3.143
C 0.758 1.851 2.802
O 2.043 2.410 2.387
C 2.193 2.450 0.927
C 3.144 3.731 0.479
H -1.463 5.952 -0.689
H 0.338 5.669 -0.088
H -1.127 4.486 0.431
H -1.717 7.377 1.245
H -1.569 5.824 2.323
H 0.998 7.573 1.220
H 0.091 8.032 2.874
H 2.419 6.641 3.027
H 1.536 5.144 2.345
H 3.156 4.167 6.396
H 3.526 5.710 5.409
H 1.747 7.109 6.938
H 1.257 2.419 5.472
H 0.344 3.777 6.371
H -1.413 2.483 2.746
H -0.248 3.921 2.497
H 0.841 1.126 3.731
H 0.394 1.162 1.903
H 1.185 2.527 0.343
H 2.824 1.495 0.632
H 2.391 4.623 0.331
H 3.886 4.047 1.342
H 3.713 3.542 -0.516
C 5.933 -1.683 0.484
C 5.392 -0.292 0.667
O 4.691 0.252 -0.184
N 5.698 0.369 1.817
C 6.498 -0.088 2.929
H 5.603 -2.078 -0.480
H 7.026 -1.665 0.494
H 5.556 -2.339 1.273
H 5.297 1.298 1.864
H 5.875 -0.064 3.828
H 7.336 0.608 3.054
H 6.881 -1.097 2.778
Al 1.377 -0.206 2.035
C -1.089 -5.060 0.761
C -1.390 -3.588 0.947
O -0.181 -2.862 1.125
H -0.550 -5.455 1.628
H -2.010 -5.633 0.627
H -0.446 -5.217 -0.112
H -2.014 -3.434 1.832
H -1.917 -3.183 0.079
H 0.362 -2.998 0.330
F -3.312 -3.977 -1.184
C -3.404 -4.989 -2.058
C -3.615 -6.281 -1.595
C -3.714 -7.328 -2.510
C -3.590 -7.072 -3.877
C -3.372 -5.770 -4.329
C -3.284 -4.723 -3.415
H -3.701 -6.462 -0.529
H -3.888 -8.342 -2.160
H -3.663 -7.889 -4.589
H -3.271 -5.572 -5.393
H -3.124 -3.703 -3.748
F -1.317 0.198 -2.038
Al -0.767 -1.041 -3.211
F 0.413 -0.309 -4.343
F -2.175 -1.659 -4.133
F 0.011 -2.395 -2.329
Cl 8.904 1.521 2.422
C -5.248 -1.515 -2.409
C -5.598 -1.678 -3.878
C -5.364 -0.414 -4.721
C -6.201 0.820 -4.345
C -7.715 0.610 -4.374
C -8.244 0.252 -5.754
H -5.868 -0.760 -1.927
H -5.405 -2.460 -1.878
H -4.199 -1.230 -2.288
H -6.639 -2.008 -3.969
H -4.981 -2.483 -4.292
H -5.547 -0.664 -5.772
H -4.304 -0.138 -4.657
H -5.940 1.635 -5.035
H -5.914 1.186 -3.332
H -8.201 1.536 -4.043
H -8.008 -0.162 -3.655
H -8.002 1.034 -6.480
H -9.332 0.144 -5.723
H -7.828 -0.693 -6.114
C 3.515 -7.836 -0.899
O 4.517 -7.542 -1.867
C 4.386 -6.226 -2.407
C 5.310 -5.229 -1.701
O 4.968 -5.072 -0.322
C 5.764 -5.888 0.531
H 3.866 -8.672 -0.289
H 3.307 -6.988 -0.238
H 2.594 -8.132 -1.412
H 3.342 -5.895 -2.369
H 4.678 -6.283 -3.461
H 5.191 -4.248 -2.173
H 6.362 -5.519 -1.807
H 6.723 -5.395 0.713
H 5.944 -6.882 0.117
H 5.237 -6.000 1.481
Cl -5.419 1.329 -1.932
N -1.619 10.146 2.241
H -1.059 10.905 2.645
H -1.791 9.430 2.956
H -2.515 10.521 1.910
H -1.111 9.727 1.454
```

Calculated values
Calculated total energy: -106513.9719 eV
2S+1: 1
Gap between HOMO and LUMO: 1.16 eV
Relative energy (zero: lowest compared OMol25 entry of this formula, charge and spin): 8.322 eV
E_LUMO: -0.179 Eh
HOMO: -6.0 eV


Q: Number 1 is which compound?
A: C33H67Br2Cl18N2


Q: Among the records above, which one has the lowest E_LUMO?
A: C33H69Al2Cl2F5N2O8


Q: Which of these has the lowest gap between HOMO and LUMO?
A: C33H69Al2Cl2F5N2O8